Record 1
A cluster of 2 separate species, CH5S3 in total. Source: OMol25; level of theory: ωB97M-V/def2-TZVPD.

Output
* ⟨S²⟩: 0.755
* frontier orbital gap (spin up / spin down): 9.589 / 6.693 eV
* total energy: -1235.5929 Eh
* total charge: 0
* spin multiplicity: 2
* relative energy (zero: lowest compared OMol25 entry of this formula, charge and spin): 78.03 kJ/mol

The geometry in XYZ format:
```
9
Properties=species:S:1:pos:R:3:forces:R:3
C -0.315442 1.070562 2.411446 0.3 0.3 0.1
S -0.327016 -1.369635 -0.484719 0.0 0.0 0.2
H -0.551472 -0.088021 0.003445 -0.1 -0.2 -0.2
H 0.731719 -0.849581 -2.765818 0.1 0.1 -0.1
S 1.331629 -0.899767 -1.567297 0.1 -0.1 -0.1
H -1.073031 1.262454 3.157991 -0.2 0.0 0.1
S -0.838282 1.625391 0.791884 -0.1 0.2 0.1
H 0.620990 1.558124 2.697884 -0.1 -0.1 -0.1
H -0.121140 0.000006 2.375605 0.0 -0.1 -0.1
```
Positions in Å, forces in eV/Å.

Atom charges from the Löwdin analysis, given in e for atoms 1 to 8:
1 C -0.529
2 S 0.214
3 H -0.374
4 H -0.204
5 S 0.241
6 H 0.016
7 S 0.586
8 H 0.029

=====

Record 2
A cluster of 19 separate species, C5H47BO22S in total at a distorted geometry. Source: OMol25; level of theory: ωB97M-V/def2-TZVPD.

Output
* frontier orbital gap: 9.837 eV
* total energy: -2296.8331 Eh
* total charge: 0
* relative energy (zero: lowest compared OMol25 entry of this formula, charge and spin): 430.32 kJ/mol

The geometry in XYZ format:
```
76
Properties=species:S:1:pos:R:3:forces:R:3
O -0.390620 -5.486241 1.059150 -0.1 0.0 -0.4
O -6.206159 -2.403842 -3.746873 0.1 -0.1 0.4
H -5.722026 2.561772 0.177692 -0.1 0.0 0.2
H 2.430452 -2.233179 2.180559 -0.4 2.5 -0.9
H -4.809351 4.309529 -3.056241 -0.3 0.0 0.0
H 0.883280 -0.770661 3.845242 0.5 0.4 0.0
H -3.797747 2.556131 -1.280093 0.3 -0.1 0.1
H 0.866024 1.326125 -2.425390 -1.9 -0.7 0.0
H 5.330915 5.213478 2.823993 -0.2 0.0 0.1
H -2.674853 1.878275 -0.498158 0.1 0.1 -0.2
H -0.823355 -6.298587 0.755991 0.2 0.1 0.0
O -5.621228 1.077140 -1.595505 -0.2 0.0 0.3
H -2.684176 -0.951112 -3.624588 -0.3 0.0 0.2
H 1.804416 1.593910 4.451991 0.7 -0.1 -2.2
O -1.804605 3.882873 -3.511527 -0.4 0.0 -0.1
H 4.119626 3.042713 3.446983 -0.8 -0.8 -0.7
H -3.716992 -1.181919 6.626157 0.3 -0.1 -0.2
O 0.150756 -8.558245 -0.340892 0.3 0.0 0.4
O -5.642610 3.827257 -3.166143 0.4 0.0 0.3
H 1.889036 -4.415511 0.773675 0.1 0.0 0.1
H -5.372901 -1.921570 -3.636972 0.0 0.0 0.0
O 4.076216 0.020619 -5.271115 0.2 0.2 -0.3
H 1.942795 0.339534 -0.731787 -2.4 -0.1 1.1
H -0.335275 -2.269218 -2.002528 0.1 -0.2 0.1
O -1.614239 -0.087282 -0.917124 7.3 2.5 -1.9
H -6.189333 -3.064792 -3.038401 0.0 0.2 -0.3
C 0.911936 0.229975 -0.140778 0.3 -0.2 -0.8
H -5.265607 3.726725 1.053118 -0.2 -0.3 0.1
O 7.319260 2.574657 2.419272 -0.2 -0.1 0.1
H 6.398956 2.450646 2.142262 0.3 -0.2 0.0
H 2.895811 -0.903088 -3.415699 0.2 -0.2 0.0
O -1.247321 -0.523037 3.868615 -0.7 -0.1 -0.1
O -2.985407 -1.757919 6.357844 -0.1 0.0 0.4
H -5.625783 3.166307 -2.457670 -0.1 0.1 -0.3
H 1.257840 -2.118159 -0.016195 -0.8 2.5 1.2
H 4.163707 -0.342533 -6.165235 -0.1 0.0 0.3
H 0.946080 -2.812985 -2.630421 0.1 0.0 0.3
O -5.809517 2.924924 1.071812 0.3 0.2 -0.3
O 0.336368 -2.958817 -1.891466 -0.2 0.1 -0.5
H 3.017780 -3.671858 0.063236 -0.1 0.0 0.3
C 1.956167 1.382402 3.303130 -0.9 1.3 0.8
H 1.214720 2.103253 2.726682 1.5 -1.5 1.1
S 3.704379 1.857471 2.785003 2.8 -4.9 -2.5
H 0.836695 1.186345 0.541573 0.0 -2.0 -1.3
O 3.845037 1.958379 1.233568 -0.9 0.7 5.0
H -2.035824 -0.644082 3.318449 0.2 0.0 0.2
H 7.521852 1.772790 2.924197 -0.2 0.3 -0.2
O -2.877444 2.680142 -1.003083 -0.3 0.0 0.0
H -5.418636 0.275273 -1.090579 0.0 0.2 -0.2
H -2.593109 3.761828 -4.061694 0.4 0.0 0.1
H -0.064421 -1.439832 1.168874 2.2 0.7 -1.0
H 4.213670 6.189986 3.184548 0.0 -0.4 0.1
B 1.618265 -0.226251 3.081982 1.5 -0.5 -1.9
C 2.203866 -1.141934 1.817284 -0.4 1.2 -0.1
H 0.167582 -9.219195 0.367581 0.0 0.2 -0.3
H 1.097634 4.145820 -1.945793 0.0 -0.2 0.1
H -1.404609 -1.097668 4.632842 -0.1 0.1 -0.1
C 0.988440 -1.191952 0.672868 -0.2 -0.6 0.4
H 3.136376 -0.629269 1.279011 -1.8 -1.3 1.2
H -6.541530 0.953129 -1.872514 0.2 0.0 -0.1
H 2.574451 3.927241 -1.624797 -0.2 -0.2 0.2
C -0.370764 0.321485 -1.200206 -3.3 -0.6 0.2
H -0.546105 -4.855729 0.339938 0.0 -0.1 0.2
O -3.396913 -1.037036 -2.973737 0.0 0.1 -0.3
H -1.961893 3.308241 -2.747300 0.0 0.0 0.1
O 2.580140 -3.753122 0.924015 0.1 -1.0 -0.7
O 4.632347 0.702742 3.328819 -3.0 4.2 -1.1
O 2.933983 -1.595397 -2.738704 0.2 0.2 0.0
H -2.735074 -2.214541 7.175098 0.0 0.1 -0.3
H 3.853762 -1.574867 -2.434451 -0.3 0.0 -0.1
O 4.447885 5.250378 3.221335 0.3 0.3 -0.2
H 4.620125 0.822420 -5.289809 -0.2 -0.3 0.1
H -3.216187 -0.331820 -2.334144 0.2 -0.2 -0.1
H 0.984014 -8.075974 -0.230990 -0.3 -0.1 -0.1
O 1.701818 3.518990 -1.520319 0.1 0.3 -0.3
O -0.072846 0.938318 -2.515471 0.6 -1.2 4.1
```
Positions in Å, forces in eV/Å.

Atom charges from the Löwdin analysis, given in e for atoms 1 to 8:
1 O -0.063
2 O -0.075
3 H -0.014
4 H 0.095
5 H 0.032
6 H 0.050
7 H 0.004
8 H 0.106